Entry from the Open Molecules 2025 dataset: a molecular structure, C49H60ClN5O5PbS2SbSeTe (the ωB97M-V functional and the def2-TZVPD basis).

XYZ file:
```
126
Properties=species:S:1:pos:R:3
Pb -0.89 -0.05 0.89
O 5.51 0.55 1.68
C 4.94 1.64 2.13
O 5.55 2.65 2.37
C 3.45 1.59 2.35
C 2.74 2.56 3.03
Cl 3.28 4.03 3.68
N 1.43 2.19 3.05
N 1.24 1.07 2.35
C 2.43 0.67 1.94
C 2.51 -0.59 1.11
O 3.62 -1.15 0.99
O 1.44 -0.97 0.56
C 0.31 2.80 3.70
C 0.43 3.30 4.99
C -0.65 3.91 5.59
C -1.87 4.01 4.92
C -2.00 3.46 3.65
C -0.91 2.86 3.04
H 4.82 -0.15 1.42
H 1.37 3.20 5.53
H -0.56 4.31 6.59
H -2.72 4.48 5.39
H -2.95 3.49 3.13
H -1.03 2.41 2.06
O -0.81 -2.07 2.28
N -1.55 -2.31 3.36
C -1.39 -3.52 3.95
C -2.12 -3.88 5.05
C -3.05 -2.97 5.56
C -3.20 -1.76 4.95
C -2.44 -1.39 3.82
S -2.63 0.14 3.07
H -0.66 -4.15 3.48
H -1.96 -4.85 5.49
H -3.65 -3.23 6.43
H -3.91 -1.03 5.31
Te 0.03 -3.93 -0.09
C -0.04 -4.95 -1.94
C 0.58 -4.46 -3.09
C 0.49 -5.17 -4.28
C -0.22 -6.36 -4.33
C -0.86 -6.84 -3.19
C -0.77 -6.13 -2.00
C 2.11 -4.10 0.27
C 3.07 -4.34 -0.70
C 4.41 -4.46 -0.33
C 4.78 -4.34 1.00
C 3.82 -4.09 1.97
C 2.49 -3.97 1.61
H 1.11 -3.52 -3.07
H 0.99 -4.80 -5.16
H -0.29 -6.91 -5.26
H -1.43 -7.76 -3.23
H -1.26 -6.52 -1.11
H 2.80 -4.43 -1.74
H 5.16 -4.64 -1.09
H 5.82 -4.43 1.28
H 4.11 -3.98 3.01
H 1.74 -3.75 2.36
C -2.90 4.44 -3.90
C -1.49 5.03 -3.98
C -0.49 4.11 -4.68
C -0.15 2.83 -3.92
N 0.58 3.12 -2.69
C 0.14 2.97 -1.43
S -1.39 2.33 -1.04
N 0.99 3.34 -0.46
C 2.25 4.05 -0.63
C 2.08 5.54 -0.88
C 3.42 6.26 -1.00
C 4.21 5.86 -2.25
H -3.60 5.18 -3.50
H -2.93 3.57 -3.25
H -3.25 4.15 -4.90
H -1.13 5.27 -2.97
H -1.53 5.97 -4.53
H 0.45 4.65 -4.87
H -0.89 3.83 -5.66
H 0.48 2.20 -4.54
H -1.04 2.27 -3.66
H 1.48 3.54 -2.81
H 0.62 3.26 0.47
H 2.82 3.57 -1.42
H 2.82 3.90 0.29
H 1.49 5.97 -0.06
H 1.50 5.70 -1.80
H 4.02 6.06 -0.11
H 3.23 7.34 -1.02
H 4.54 4.82 -2.21
H 5.09 6.49 -2.37
H 3.59 5.98 -3.15
C -7.48 -2.31 2.62
C -6.24 -2.25 1.77
C -5.86 -1.07 1.14
C -4.72 -0.99 0.34
C -4.42 0.32 -0.34
C -3.93 -2.13 0.19
Se -2.34 -2.02 -0.89
C -4.31 -3.35 0.78
C -3.53 -4.62 0.59
C -5.45 -3.38 1.57
H -7.88 -1.32 2.82
H -7.28 -2.80 3.58
H -8.26 -2.89 2.12
H -6.47 -0.18 1.27
H -5.32 0.94 -0.39
H -4.05 0.18 -1.35
H -3.67 0.89 0.22
H -2.56 -4.56 1.07
H -3.36 -4.81 -0.48
H -4.07 -5.47 1.01
H -5.75 -4.32 2.03
C 3.42 1.04 -4.11
Sb 3.01 0.29 -2.12
C 1.24 -0.75 -2.76
C 4.37 -1.35 -2.36
H 3.57 0.20 -4.80
H 4.33 1.65 -4.12
H 2.60 1.66 -4.48
H 1.37 -1.14 -3.77
H 0.38 -0.06 -2.74
H 1.03 -1.56 -2.05
H 4.12 -1.93 -3.24
H 4.34 -1.97 -1.46
H 5.38 -0.94 -2.47
```

Summary:
- Frontier orbital gap (alpha / beta): 7.88 / 5.21 eV
- ΔE to the lowest compared entry with this formula, charge and spin: 0.0 kJ/mol
- Charge: 0
- Multiplicity: 2
- Lowest unoccupied orbital energy (alpha / beta): 0.0165 / -0.0771 Ha


Entry from the Open Molecules 2025 dataset: a molecular structure, C49H61N3OPZn (the ωB97M-V functional and the def2-TZVPD basis).

XYZ file:
```
116
Properties=species:S:1:pos:R:3
Zn -0.79 0.50 -0.60
C -3.56 -1.31 1.18
C -2.51 -0.77 2.15
C -2.41 -1.70 3.36
C -2.83 0.67 2.51
C -3.85 0.91 3.42
C -4.23 2.20 3.76
C -3.62 3.27 3.12
C -2.63 3.07 2.17
C -2.17 4.27 1.35
C -1.51 5.36 2.20
C -3.34 4.85 0.55
C -2.16 1.76 1.89
N -1.07 1.54 1.05
C 0.06 2.34 1.23
C 1.07 2.26 0.35
N 0.99 1.38 -0.72
C 1.89 1.52 -1.77
C 2.13 2.78 -2.38
C 3.10 2.90 -3.37
C 3.81 1.81 -3.83
C 3.53 0.56 -3.29
C 2.59 0.39 -2.28
C 2.32 -1.01 -1.77
C 3.58 -1.83 -1.49
C 1.43 -1.76 -2.77
C 1.28 4.00 -2.06
C 0.61 4.57 -3.32
C 2.08 5.10 -1.36
H -3.28 -2.30 0.81
H -3.69 -0.64 0.33
H -4.53 -1.39 1.69
H -1.54 -0.77 1.65
H -3.40 -1.94 3.75
H -1.82 -1.26 4.17
H -1.93 -2.64 3.06
H -4.34 0.07 3.89
H -5.01 2.37 4.50
H -3.96 4.28 3.33
H -1.43 3.92 0.63
H -2.21 5.75 2.94
H -1.19 6.19 1.57
H -0.64 4.97 2.73
H -4.11 5.26 1.22
H -3.81 4.08 -0.06
H -3.00 5.65 -0.10
H 0.13 2.98 2.10
H 1.99 2.81 0.51
H 3.28 3.87 -3.81
H 4.56 1.92 -4.60
H 4.06 -0.31 -3.66
H 1.76 -0.92 -0.84
H 4.08 -2.13 -2.42
H 3.32 -2.74 -0.95
H 4.31 -1.27 -0.89
H 1.95 -1.86 -3.73
H 0.51 -1.22 -2.95
H 1.18 -2.76 -2.40
H 0.48 3.68 -1.39
H 1.35 5.03 -3.99
H -0.12 5.33 -3.05
H 0.10 3.78 -3.88
H 2.90 5.43 -1.99
H 2.49 4.75 -0.42
H 1.44 5.96 -1.15
O -1.07 -2.88 -0.53
N 0.05 -2.49 0.17
C 0.63 -3.49 0.69
C 1.89 -3.45 1.46
C 2.53 -4.69 1.56
C 3.75 -4.85 2.18
C 4.37 -3.74 2.72
C 3.74 -2.50 2.66
C 2.50 -2.32 2.05
P 1.68 -0.66 2.14
C 3.15 0.41 2.39
C 3.64 0.83 3.62
C 4.75 1.67 3.69
C 5.38 2.10 2.53
C 4.89 1.68 1.30
C 3.78 0.86 1.23
C 1.04 -0.78 3.86
C 1.09 -1.92 4.67
C 0.51 -1.92 5.93
C -0.13 -0.79 6.41
C -0.20 0.35 5.62
C 0.37 0.35 4.36
H -1.38 -2.05 -0.92
H 0.21 -4.48 0.52
H 2.04 -5.55 1.11
H 4.22 -5.82 2.22
H 5.34 -3.83 3.21
H 4.23 -1.65 3.11
H 3.16 0.51 4.54
H 5.12 2.00 4.66
H 6.24 2.75 2.58
H 5.36 2.03 0.38
H 3.37 0.59 0.27
H 1.59 -2.81 4.31
H 0.56 -2.82 6.53
H -0.59 -0.81 7.39
H -0.72 1.23 5.97
H 0.28 1.23 3.73
C -2.87 2.10 -2.26
C -2.38 0.85 -2.98
C -1.19 1.19 -3.87
C -2.03 -0.28 -1.99
H -2.07 2.56 -1.67
H -3.69 1.87 -1.57
H -3.23 2.86 -2.96
H -3.20 0.51 -3.63
H -0.34 1.52 -3.28
H -1.44 1.98 -4.58
H -0.87 0.31 -4.45
H -1.65 -1.11 -2.59
H -2.97 -0.63 -1.54
```

Summary:
- Frontier orbital gap: 5.46 eV
- ΔE to the lowest compared entry with this formula, charge and spin: 0.0 kJ/mol
- Charge: -1
- Lowest unoccupied orbital energy: 0.0921 Ha


Entry from the Open Molecules 2025 dataset: a molecular structure, C49H63CrN2O5P2S3Te (the ωB97M-V functional and the def2-TZVPD basis).

XYZ file:
```
126
Properties=species:S:1:pos:R:3
Cr -0.07 0.37 -0.59
O -0.26 1.26 1.29
N -1.33 0.86 1.98
C -1.21 0.79 3.32
C -2.27 0.40 4.09
C -3.47 0.06 3.47
C -3.56 0.12 2.10
C -2.47 0.53 1.32
S -2.50 0.60 -0.39
H -0.23 1.04 3.69
H -2.15 0.34 5.16
H -4.31 -0.28 4.05
H -4.46 -0.17 1.57
C 6.83 0.90 1.04
C 5.37 0.59 0.89
C 4.74 -0.39 1.65
C 3.40 -0.71 1.49
C 2.81 -1.65 2.49
O 1.74 -1.44 3.02
C 3.62 -2.86 2.89
C 3.40 -3.40 4.16
C 4.09 -4.53 4.57
C 5.01 -5.13 3.71
C 5.23 -4.60 2.45
C 4.55 -3.46 2.05
C 2.61 -0.06 0.50
O 1.46 -0.52 0.16
C 3.19 1.08 -0.13
C 4.57 1.32 0.03
C 2.39 2.05 -0.87
N 1.12 1.90 -1.11
C 0.41 3.07 -1.65
C -0.70 3.55 -0.73
Te -0.03 4.00 1.27
C 0.02 6.09 0.84
C -1.16 6.80 0.62
C -1.13 8.13 0.25
C 0.09 8.79 0.11
C 1.27 8.10 0.35
C 1.24 6.76 0.70
C 3.14 3.26 -1.33
C 3.48 3.43 -2.67
C 4.23 4.52 -3.08
C 4.65 5.46 -2.16
C 4.32 5.30 -0.82
C 3.57 4.21 -0.41
H 7.32 0.16 1.68
H 6.99 1.89 1.49
H 7.34 0.90 0.08
H 5.31 -0.91 2.41
H 2.67 -2.92 4.80
H 3.91 -4.94 5.55
H 5.54 -6.02 4.03
H 5.93 -5.07 1.78
H 4.72 -3.05 1.06
H 5.04 2.11 -0.54
H -0.01 2.79 -2.61
H 1.09 3.91 -1.81
H -1.49 2.81 -0.62
H -1.12 4.47 -1.12
H -2.11 6.29 0.74
H -2.05 8.67 0.08
H 0.11 9.83 -0.18
H 2.22 8.61 0.24
H 2.16 6.23 0.87
H 3.16 2.68 -3.40
H 4.48 4.64 -4.13
H 5.24 6.32 -2.48
H 4.64 6.04 -0.09
H 3.31 4.08 0.63
C 1.47 -6.32 -0.72
C 1.02 -4.91 -1.07
C 1.72 -3.86 -0.24
O -0.41 -4.84 -1.03
P -1.39 -4.47 0.20
S -3.15 -5.23 -0.26
S -1.26 -2.54 0.66
O -0.68 -5.36 1.36
C -0.96 -5.36 2.76
C 0.16 -4.61 3.45
C -2.33 -4.82 3.14
H 2.54 -6.42 -0.90
H 0.93 -7.05 -1.32
H 1.26 -6.52 0.33
H 1.24 -4.73 -2.13
H 1.51 -4.00 0.82
H 1.41 -2.85 -0.51
H 2.80 -3.95 -0.41
H -0.92 -6.42 3.04
H 0.16 -3.57 3.12
H 1.12 -5.05 3.20
H 0.03 -4.64 4.54
H -2.42 -3.77 2.86
H -2.45 -4.91 4.22
H -3.13 -5.37 2.65
C -2.00 -0.26 -5.32
C -1.80 0.28 -3.90
C -1.92 1.80 -3.91
P -0.36 -0.40 -2.92
C 1.22 -0.01 -3.82
C 1.30 -0.17 -5.34
C 2.36 -0.77 -3.12
C -0.65 -2.23 -2.98
C -0.14 -3.08 -4.15
C -2.13 -2.53 -2.73
H -3.00 0.01 -5.66
H -1.92 -1.35 -5.37
H -1.28 0.17 -6.02
H -2.63 -0.10 -3.29
H -1.07 2.27 -4.42
H -2.01 2.20 -2.90
H -2.82 2.08 -4.46
H 1.37 1.05 -3.59
H 0.93 -1.14 -5.67
H 2.34 -0.08 -5.66
H 0.73 0.60 -5.85
H 2.37 -1.82 -3.40
H 2.28 -0.71 -2.03
H 3.32 -0.34 -3.41
H -0.12 -2.57 -2.09
H -0.65 -2.89 -5.09
H -0.33 -4.13 -3.89
H 0.93 -2.98 -4.31
H -2.73 -2.35 -3.63
H -2.54 -1.95 -1.90
H -2.25 -3.58 -2.45
```

Summary:
- Frontier orbital gap (alpha / beta): 6.19 / 5.84 eV
- Charge: -1
- Multiplicity: 3
- Lowest unoccupied orbital energy (alpha / beta): 0.0752 / 0.0752 Ha


Entry from the Open Molecules 2025 dataset: a molecular structure, C49H63FMgN2P2Si (the ωB97M-V functional and the def2-TZVPD basis).

XYZ file:
```
119
Properties=species:S:1:pos:R:3
Mg 0.89 -1.19 0.59
C -1.68 -3.60 -0.09
Si -1.33 -1.71 -0.40
C -1.94 -1.59 -2.24
C -3.08 -2.34 -2.59
C -3.67 -2.25 -3.84
C -3.12 -1.42 -4.80
C -1.96 -0.73 -4.52
C -1.37 -0.80 -3.25
P 0.21 0.11 -2.97
C -0.39 1.89 -3.13
C -1.38 2.09 -1.96
C -2.26 3.34 -2.14
C -1.47 4.44 -2.83
C -1.11 4.00 -4.27
C -1.04 2.47 -4.39
C 1.12 -0.49 -4.53
C 1.33 0.42 -5.75
C 2.30 1.56 -5.46
C 3.65 1.01 -5.01
C 3.45 0.12 -3.78
C 2.49 -1.02 -4.08
C -2.75 -0.88 0.62
C -4.07 -0.91 0.14
C -5.14 -0.44 0.88
C -4.93 0.12 2.13
C -3.64 0.22 2.61
C -2.55 -0.29 1.89
P -0.85 -0.11 2.55
C -0.82 1.64 3.25
C 0.64 2.12 3.10
C 0.77 3.62 3.35
C 0.25 3.98 4.74
C -1.18 3.48 4.92
C -1.29 1.97 4.67
C -0.79 -1.28 4.00
C -0.64 -2.73 3.45
C -1.92 -3.54 3.65
C -2.19 -3.73 5.15
C -1.82 -2.47 5.94
C -1.91 -1.23 5.05
H -2.73 -3.80 0.13
H -1.09 -3.97 0.75
H -1.40 -4.18 -0.98
H -3.50 -3.04 -1.88
H -4.56 -2.84 -4.06
H -3.59 -1.33 -5.78
H -1.51 -0.13 -5.29
H 0.51 2.49 -2.94
H -0.83 2.17 -1.01
H -2.03 1.21 -1.86
H -2.62 3.68 -1.17
H -3.14 3.10 -2.74
H -0.55 4.63 -2.26
H -2.03 5.37 -2.85
H -0.14 4.43 -4.55
H -1.85 4.39 -4.97
H -0.49 2.22 -5.30
H -2.05 2.06 -4.50
H 0.52 -1.34 -4.86
H 0.39 0.79 -6.14
H 1.77 -0.21 -6.54
H 1.89 2.20 -4.67
H 2.42 2.18 -6.35
H 4.34 1.82 -4.79
H 4.09 0.42 -5.82
H 3.04 0.73 -2.97
H 4.41 -0.27 -3.43
H 2.36 -1.64 -3.19
H 2.91 -1.65 -4.87
H -4.26 -1.29 -0.85
H -6.15 -0.51 0.48
H -5.76 0.49 2.72
H -3.47 0.71 3.56
H -1.44 2.22 2.54
H 1.00 1.87 2.11
H 1.27 1.57 3.81
H 0.18 4.15 2.59
H 1.81 3.93 3.24
H 0.30 5.06 4.89
H 0.89 3.51 5.49
H -1.84 4.01 4.22
H -1.52 3.71 5.93
H -2.32 1.66 4.84
H -0.65 1.45 5.39
H 0.16 -1.00 4.48
H 0.19 -3.23 3.95
H -0.39 -2.70 2.39
H -1.83 -4.51 3.16
H -2.75 -3.02 3.18
H -1.61 -4.58 5.52
H -3.25 -3.98 5.30
H -0.80 -2.55 6.32
H -2.48 -2.36 6.81
H -1.82 -0.34 5.66
H -2.89 -1.21 4.57
C 3.51 -4.58 0.26
C 2.43 -3.81 -0.16
N 2.45 -2.50 -0.22
C 3.57 -1.85 0.18
C 4.72 -2.54 0.62
C 4.67 -3.94 0.64
C 5.87 -1.79 1.03
C 5.87 -0.45 1.02
C 4.69 0.28 0.64
C 4.63 1.68 0.68
C 3.45 2.31 0.36
C 2.35 1.52 0.01
N 2.38 0.21 -0.07
C 3.54 -0.42 0.23
H 3.43 -5.66 0.28
H 1.50 -4.28 -0.47
H 5.53 -4.50 0.98
H 6.75 -2.34 1.34
H 6.74 0.12 1.32
H 5.50 2.25 0.97
H 3.35 3.39 0.38
H 1.40 1.98 -0.24
F 1.73 -1.48 2.16
```

Summary:
- Frontier orbital gap: 6.09 eV
- ΔE to the lowest compared entry with this formula, charge and spin: 0.0 kJ/mol
- Charge: 0
- Lowest unoccupied orbital energy: -0.0161 Ha